Record 1
The following is a DFT calculation (ωB97M-V/def2-TZVPD) of C17H18BFeN7O2S2 as an isolated structure at a distorted geometry.

Each line ends with the Löwdin charge.
Geometry (Å):
H: -3.580 -0.077 -2.077  0.110
N: -1.438 -0.133 -2.382  -0.109
B: 0.873 -0.697 -3.443  -0.500
N: -0.675 -0.666 -3.426  0.006
C: -1.492 -0.989 -4.438  -0.049
Fe: -0.883 1.271 -1.317  0.606
H: -1.087 -1.307 -5.390  0.130
C: -2.814 -0.822 -4.031  -0.046
H: -3.683 -1.016 -4.633  0.099
C: -2.758 -0.333 -2.727  -0.093
H: 1.226 -0.941 -4.561  0.117
C: 2.665 -0.465 2.682  -0.047
H: 2.294 0.287 3.388  0.021
H: 2.444 -0.127 1.665  0.012
H: 3.752 -0.552 2.797  0.021
N: 1.411 -1.787 -2.451  -0.063
N: 1.424 0.669 -2.982  -0.001
N: 1.098 -1.725 -1.125  0.038
N: 0.939 1.386 -1.883  -0.090
C: 2.210 -2.857 -2.684  -0.092
C: 2.329 1.417 -3.630  -0.051
H: 2.571 -3.036 -3.682  0.108
H: 2.734 1.089 -4.581  0.131
C: 2.391 -3.522 -1.468  -0.077
C: 2.561 2.583 -2.902  -0.049
C: 1.681 -2.752 -0.510  -0.162
C: 1.721 2.514 -1.786  -0.095
H: 2.937 -4.421 -1.297  0.075
H: 3.228 3.380 -3.193  0.099
H: 1.574 -2.905 0.561  0.092
H: 1.637 3.236 -0.985  0.116
H: 2.190 -1.408 2.861  -0.008
O: -4.197 2.859 4.470  -0.281
S: -2.787 2.954 4.166  0.646
O: -1.941 3.824 4.942  -0.285
N: -2.545 3.140 2.532  -0.109
C: -2.061 2.080 1.900  -0.701
S: -2.273 2.111 0.179  0.642
C: -1.662 0.994 2.832  -0.190
C: -1.063 -0.272 2.696  -0.016
C: -0.892 -1.096 3.825  -0.069
C: -1.342 -0.692 5.094  -0.059
C: -1.945 0.559 5.255  -0.034
C: -2.067 1.349 4.125  -0.244
H: -0.734 -0.619 1.714  0.106
H: -0.414 -2.077 3.721  0.107
H: -1.236 -1.334 5.967  0.108
H: -2.320 0.929 6.209  0.127

## Properties
**Relative energy (zero: lowest compared OMol25 entry of this formula, charge and spin)**: 0.5551 eV
**2S+1**: 5
**Kohn-Sham gap (spin up / spin down)**: 8.6 / 8.2 eV
**Total energy**: -3277.3351 a.u.

Record 2
The following is a DFT calculation (ωB97M-V/def2-TZVPD) of a single CH2IP molecule at a distorted geometry.

Each line ends with the Löwdin charge.
Geometry (Å):
C: -0.400 -0.243 0.024  -0.330
P: -1.959 -1.427 0.103  0.242
I: -3.712 0.199 -0.068  0.239
H: 0.648 -0.532 0.116  -0.028
H: -0.918 0.689 -0.033  -0.124

## Properties
**Relative energy (zero: lowest compared OMol25 entry of this formula, charge and spin)**: 1.1230 eV
**SMILES**: C=PI
**2S+1**: 1
**Kohn-Sham gap (spin up / spin down)**: 7.9 / 7.9 eV
**Total energy**: -678.2755 a.u.

Record 3
The following is a DFT calculation (ωB97M-V/def2-TZVPD) of a 2-piece molecular cluster, CH2O3S overall.

Each line ends with the Löwdin charge.
Geometry (Å):
C: -0.637 -0.815 1.631  -0.126
O: 0.182 0.310 -2.886  -0.432
O: 1.239 2.179 -1.744  -0.431
O: -0.060 -0.346 0.693  -0.043
S: 1.121 0.756 -1.894  0.865
H: -1.607 -0.426 1.981  0.083
H: -0.237 -1.658 2.218  0.083

## Properties
**Relative energy (zero: lowest compared OMol25 entry of this formula, charge and spin)**: 0.0426 eV
**2S+1**: 1
**Kohn-Sham gap**: 10.1 eV
**Total energy**: -663.1713 a.u.

Record 4
The following is a DFT calculation (ωB97M-V/def2-TZVPD) of C46H38I2N3O3V as an isolated structure.

Each line ends with the Löwdin charge.
Geometry (Å):
V: 0.059 0.012 0.629  1.157
I: 2.102 0.858 7.845  0.979
C: 1.845 0.518 5.819  -0.728
C: 2.460 -0.575 5.218  -0.192
C: 2.287 -0.801 3.860  -0.620
I: 3.179 -2.445 2.950  1.038
C: 1.503 0.073 3.120  -0.342
O: 1.362 -0.161 1.780  -0.230
C: 0.870 1.163 3.707  -0.142
C: 0.074 2.119 2.872  -0.084
N: -0.932 1.430 2.017  -0.065
C: -2.069 0.899 2.796  -0.072
C: -1.887 -0.570 3.003  -0.222
C: -2.590 -1.294 3.950  0.025
C: -2.336 -2.648 4.076  0.002
C: -1.371 -3.232 3.266  0.000
C: -0.720 -2.443 2.344  -0.090
N: -0.988 -1.138 2.201  0.050
C: 1.054 1.379 5.066  -0.085
H: 3.069 -1.249 5.804  0.094
H: 0.717 2.698 2.208  0.115
H: -0.443 2.832 3.517  0.144
H: -1.284 2.129 1.364  0.103
H: -2.995 1.096 2.252  0.152
H: -2.139 1.409 3.758  0.145
H: -3.316 -0.798 4.581  0.134
H: -2.872 -3.239 4.807  0.129
H: -1.124 -4.281 3.339  0.127
H: 0.045 -2.857 1.707  0.086
H: 0.578 2.229 5.539  0.111
O: -0.132 1.378 -0.416  -0.205
C: 0.695 2.489 -0.854  -0.355
C: 2.124 2.126 -0.415  -0.030
C: 2.526 0.797 -0.983  -0.208
C: 3.616 0.694 -1.828  0.033
C: 3.921 -0.526 -2.403  0.013
C: 3.119 -1.615 -2.117  0.030
C: 2.045 -1.467 -1.255  -0.198
C: 1.188 -2.644 -0.899  -0.053
C: -0.303 -2.404 -1.130  -0.348
O: -0.626 -1.232 -0.331  -0.196
C: -0.667 -2.121 -2.578  -0.152
C: -0.082 -2.863 -3.600  -0.010
C: -0.483 -2.683 -4.915  -0.048
C: -1.479 -1.767 -5.223  -0.066
C: -2.067 -1.028 -4.208  -0.058
C: -1.665 -1.205 -2.893  -0.047
C: -1.168 -3.537 -0.581  -0.163
C: -0.644 -4.778 -0.243  -0.027
C: -1.471 -5.773 0.266  -0.055
C: -2.823 -5.533 0.446  -0.062
C: -3.354 -4.295 0.102  -0.050
C: -2.533 -3.308 -0.414  -0.019
N: 1.768 -0.278 -0.696  0.112
C: 0.147 3.725 -0.159  -0.199
C: 0.953 4.637 0.510  -0.039
C: 0.389 5.749 1.128  -0.047
C: -0.981 5.952 1.086  -0.054
C: -1.791 5.052 0.402  -0.047
C: -1.229 3.952 -0.225  -0.036
C: 0.629 2.607 -2.368  -0.149
C: 0.921 3.831 -2.965  -0.008
C: 0.966 3.935 -4.347  -0.049
C: 0.713 2.826 -5.141  -0.056
C: 0.413 1.608 -4.549  -0.045
C: 0.378 1.499 -3.165  -0.016
H: 2.188 2.101 0.677  0.125
H: 2.815 2.885 -0.775  0.141
H: 4.202 1.577 -2.044  0.135
H: 4.765 -0.624 -3.073  0.131
H: 3.314 -2.583 -2.556  0.132
H: 1.359 -2.889 0.154  0.097
H: 1.516 -3.504 -1.477  0.122
H: 0.671 -3.611 -3.387  0.118
H: -0.024 -3.271 -5.699  0.116
H: -1.798 -1.636 -6.248  0.116
H: -2.843 -0.310 -4.440  0.118
H: -2.128 -0.614 -2.113  0.116
H: 0.407 -5.002 -0.373  0.115
H: -1.053 -6.740 0.513  0.115
H: -3.465 -6.311 0.836  0.115
H: -4.413 -4.106 0.221  0.115
H: -2.960 -2.354 -0.697  0.117
H: 2.027 4.505 0.557  0.120
H: 1.027 6.458 1.639  0.117
H: -1.417 6.819 1.564  0.116
H: -2.858 5.223 0.339  0.116
H: -1.856 3.277 -0.799  0.133
H: 1.104 4.709 -2.358  0.123
H: 1.190 4.890 -4.803  0.115
H: 0.742 2.914 -6.219  0.114
H: 0.202 0.739 -5.157  0.103
H: 0.136 0.546 -2.716  0.089

## Properties
**Relative energy (zero: lowest compared OMol25 entry of this formula, charge and spin)**: 0.0000 eV
**Charge**: +2
**2S+1**: 1
**Kohn-Sham gap**: 6.0 eV
**Total energy**: -3704.6988 a.u.